The following is a quantum chemistry calculation of a 12-piece molecular cluster, C56H73FN13O5 overall at a distorted geometry, from the OMol25 dataset.

The charge is -1. Its strongest force on any atom is 1.779 eV/Å. The frontier orbital gap comes out at 0.278 hartree. Its highest occupied orbital energy is -6.24 eV.

Atoms and positions in Å:
C 0.475 -0.017 4.384
C 0.943 -0.899 3.712
N 1.470 -1.812 2.832
C 0.586 -2.996 2.788
O 0.348 -3.538 4.067
O 0.774 -4.907 4.028
C 2.856 -2.151 3.244
F 2.919 -2.310 4.633
C 3.778 -0.979 2.891
C 5.262 -1.326 2.861
C 5.779 -1.960 4.154
C 7.312 -2.007 4.165
N 7.920 -3.043 5.004
C 7.635 -2.882 6.432
C 7.710 -4.357 4.484
C 6.533 -5.186 4.953
O 8.461 -4.793 3.641
C 3.308 -3.463 2.532
O 3.401 -3.349 1.305
O 3.497 -4.443 3.286
H -0.056 0.527 5.137
H 1.017 -3.750 2.135
H -0.375 -2.675 2.370
H 1.681 -4.841 4.380
H 3.475 -0.656 1.891
H 3.580 -0.137 3.563
H 5.503 -1.962 2.007
H 5.818 -0.390 2.712
H 5.413 -1.381 5.010
H 5.361 -2.961 4.257
H 7.704 -1.031 4.470
H 7.665 -2.158 3.139
H 7.582 -3.852 6.923
H 8.464 -2.337 6.894
H 6.718 -2.323 6.638
H 5.756 -5.108 4.183
H 6.835 -6.231 5.020
H 6.101 -4.844 5.892
N -0.235 -0.286 0.681
C -1.462 0.274 0.476
C -1.488 0.772 -0.804
C -0.220 0.496 -1.384
C 0.527 -0.157 -0.439
H 0.082 -0.731 1.526
H -2.209 0.268 1.252
H -2.315 1.275 -1.276
H 0.107 0.756 -2.378
H 1.535 -0.540 -0.462
N 1.902 -0.953 -3.744
C 1.434 -0.453 -4.925
C 2.493 -0.356 -5.790
C 3.646 -0.820 -5.095
C 3.246 -1.184 -3.836
H 1.341 -1.126 -2.926
H 0.392 -0.208 -5.051
H 2.451 0.007 -6.804
H 4.652 -0.880 -5.478
H 3.800 -1.585 -3.003
N 7.551 -1.004 -1.687
C 8.257 -2.170 -1.553
C 7.411 -3.115 -1.037
C 6.142 -2.500 -0.854
C 6.262 -1.198 -1.262
H 7.921 -0.141 -2.036
H 9.296 -2.225 -1.830
H 7.670 -4.135 -0.808
H 5.247 -2.956 -0.456
H 5.544 -0.396 -1.285
N 1.557 4.417 3.524
C 1.869 5.456 4.359
C 2.330 4.922 5.533
C 2.296 3.506 5.397
C 1.814 3.227 4.146
H 1.194 4.511 2.594
H 1.740 6.478 4.048
H 2.659 5.483 6.392
H 2.592 2.777 6.133
H 1.633 2.288 3.650
N 4.171 -2.648 -7.843
C 3.702 -2.156 -9.027
C 4.757 -2.078 -9.899
C 5.908 -2.545 -9.208
C 5.511 -2.889 -7.942
H 3.617 -2.796 -7.017
H 2.663 -1.903 -9.148
H 4.708 -1.726 -10.916
H 6.911 -2.619 -9.595
H 6.067 -3.282 -7.108
N 3.654 -1.761 7.438
C 4.090 -1.126 8.566
C 4.727 -2.055 9.349
C 4.670 -3.297 8.658
C 4.004 -3.078 7.480
H 3.154 -1.334 6.675
H 3.914 -0.075 8.717
H 5.182 -1.865 10.307
H 5.075 -4.240 8.986
H 3.752 -3.740 6.667
N -2.855 2.094 6.504
C -3.100 0.980 5.748
C -3.429 -0.041 6.599
C -3.387 0.481 7.921
C -3.030 1.800 7.829
H -2.583 2.989 6.143
H -3.011 1.007 4.676
H -3.667 -1.050 6.308
H -3.589 -0.054 8.834
H -2.882 2.548 8.589
N -4.395 2.688 -2.593
C -3.856 3.942 -2.681
C -4.037 4.385 -3.965
C -4.716 3.360 -4.676
C -4.927 2.329 -3.801
H -4.401 2.119 -1.767
H -3.389 4.406 -1.830
H -3.718 5.339 -4.351
H -5.022 3.381 -5.709
H -5.405 1.373 -3.934
N -10.096 3.511 -3.489
C -8.911 2.849 -3.279
C -7.900 3.771 -3.291
C -8.495 5.042 -3.513
C -9.846 4.852 -3.629
H -11.002 3.082 -3.530
H -8.891 1.782 -3.138
H -6.854 3.560 -3.158
H -7.983 5.988 -3.580
H -10.650 5.551 -3.795
N -10.243 5.296 -6.764
C -9.692 6.542 -6.866
C -9.891 6.986 -8.147
C -10.591 5.965 -8.845
C -10.793 4.936 -7.963
H -10.238 4.735 -5.929
H -9.207 7.003 -6.023
H -9.569 7.936 -8.541
H -10.908 5.983 -9.875
H -11.280 3.984 -8.087
N -9.975 0.010 -5.335
C -10.207 -0.768 -6.435
C -10.402 -2.054 -6.007
C -10.284 -2.051 -4.590
C -10.021 -0.764 -4.206
H -9.793 0.998 -5.352
H -10.213 -0.343 -7.424
H -10.605 -2.903 -6.638
H -10.379 -2.897 -3.931
H -9.863 -0.337 -3.231

The following is a quantum chemistry calculation of a 10-piece molecular cluster, C56H91Br2ClN3O23P overall at a distorted geometry, from the OMol25 dataset.

As for the SMILES: CCCOC[C@]1(P(N)O)[C@@](OCCNC[C@@H](C)O)(/C(Br)=C(\C)Br)NC(=O)[C@]1(C)[C@H](Cl)CC.O=C1CCCO1.O=C1CCCO1.O=C1CCCO1.O=C1CCCO1.O=C1CCCO1.O=C1CCCO1.O=C1CCCO1.O=C1CCCO1.O=C1CCCO1. Its strongest force on any atom is 1.647 eV/Å. The frontier orbital gap comes out at 0.322 hartree. Its highest occupied orbital energy is -8.40 eV.

Atoms and positions in Å:
C 1.750 2.467 -5.223
C 0.635 2.764 -4.211
C 1.089 3.557 -2.980
O 1.278 2.718 -1.850
C 0.396 3.079 -0.810
C 0.612 2.373 0.533
P -0.235 3.669 1.694
N -1.642 4.021 0.819
O -0.822 2.815 2.976
C 2.064 2.234 1.191
O 3.144 1.916 0.364
C 4.358 1.805 1.105
C 5.340 0.827 0.485
N 6.120 1.452 -0.569
C 7.129 0.516 -1.116
C 7.452 0.770 -2.582
C 6.301 1.388 -3.342
O 8.577 1.647 -2.591
C 2.518 3.481 2.028
Br 2.450 3.352 3.934
C 2.989 4.604 1.473
C 3.159 4.823 0.009
Br 3.532 6.103 2.486
N 1.791 1.143 2.142
C 0.639 0.388 1.807
O 0.269 -0.545 2.485
C 0.009 0.949 0.545
C -1.523 0.908 0.778
C 0.253 0.098 -0.730
Cl -0.686 -1.428 -0.680
C 1.672 -0.287 -1.123
C 2.393 -1.270 -0.201
H 2.627 3.065 -5.020
H 2.044 1.426 -5.176
H 1.416 2.717 -6.223
H -0.114 3.370 -4.711
H 0.147 1.857 -3.875
H 0.322 4.302 -2.769
H 2.005 4.109 -3.178
H -0.615 2.829 -1.133
H 0.421 4.160 -0.677
H -2.272 3.243 0.664
H -2.139 4.785 1.252
H -0.118 2.406 3.493
H 4.178 1.496 2.133
H 4.853 2.774 1.131
H 5.976 0.457 1.300
H 4.809 -0.024 0.076
H 6.616 2.227 -0.152
H 6.740 -0.485 -0.987
H 8.052 0.652 -0.555
H 7.705 -0.188 -3.036
H 6.508 1.302 -4.407
H 5.377 0.867 -3.136
H 6.229 2.435 -3.083
H 8.855 1.773 -3.497
H 2.807 4.001 -0.588
H 4.224 4.929 -0.195
H 2.712 5.769 -0.279
H 2.517 0.440 2.208
H -1.782 0.022 1.335
H -2.057 0.924 -0.165
H -1.875 1.743 1.356
H -0.168 0.668 -1.548
H 1.586 -0.784 -2.086
H 2.300 0.575 -1.287
H 2.919 -0.757 0.594
H 3.144 -1.790 -0.788
H 1.737 -2.024 0.218
O -1.159 11.287 4.301
C -0.372 10.393 4.184
C 0.224 9.539 5.287
C 1.416 8.883 4.591
C 0.941 8.832 3.145
O 0.093 9.986 2.985
H -0.524 8.808 5.599
H 0.510 10.156 6.134
H 1.685 7.906 4.986
H 2.289 9.532 4.671
H 0.351 7.937 2.934
H 1.756 8.890 2.428
O -3.812 0.159 -1.492
C -4.402 -0.882 -1.543
C -4.220 -2.002 -2.549
C -5.466 -2.860 -2.320
C -5.761 -2.587 -0.852
O -5.328 -1.233 -0.623
H -3.312 -2.549 -2.297
H -4.144 -1.612 -3.556
H -5.325 -3.917 -2.533
H -6.289 -2.499 -2.940
H -5.200 -3.238 -0.184
H -6.818 -2.665 -0.609
O -6.373 -5.437 -0.428
C -6.800 -5.640 0.675
C -6.336 -6.674 1.680
C -7.480 -6.693 2.691
C -8.016 -5.273 2.581
O -7.788 -4.891 1.206
H -5.407 -6.325 2.132
H -6.176 -7.632 1.194
H -7.177 -6.956 3.702
H -8.244 -7.404 2.370
H -7.477 -4.576 3.224
H -9.080 -5.199 2.791
O -2.822 -2.907 -5.150
C -2.780 -4.090 -4.999
C -2.851 -5.171 -6.061
C -3.166 -6.424 -5.242
C -2.525 -6.089 -3.901
O -2.636 -4.660 -3.777
H -1.880 -5.232 -6.555
H -3.620 -4.937 -6.790
H -2.791 -7.348 -5.675
H -4.245 -6.521 -5.121
H -1.466 -6.355 -3.867
H -3.033 -6.553 -3.059
O -8.145 -6.137 -3.800
C -9.069 -5.824 -3.112
C -9.129 -4.714 -2.080
C -10.384 -5.067 -1.283
C -11.224 -5.792 -2.327
O -10.275 -6.443 -3.189
H -9.230 -3.760 -2.601
H -8.236 -4.713 -1.463
H -10.890 -4.210 -0.844
H -10.122 -5.753 -0.476
H -11.823 -5.105 -2.929
H -11.880 -6.547 -1.899
O 7.630 -3.261 -1.846
C 7.141 -3.395 -0.763
C 7.551 -4.345 0.339
C 6.340 -4.322 1.270
C 5.787 -2.923 1.030
O 6.102 -2.626 -0.346
H 8.448 -3.947 0.819
H 7.749 -5.327 -0.069
H 6.575 -4.516 2.314
H 5.615 -5.067 0.942
H 6.267 -2.171 1.662
H 4.711 -2.861 1.165
O 6.840 -6.403 -1.792
C 7.019 -6.606 -2.956
C 8.265 -6.298 -3.760
C 7.758 -6.382 -5.199
C 6.618 -7.384 -5.070
O 6.088 -7.184 -3.747
H 9.014 -7.061 -3.540
H 8.648 -5.316 -3.497
H 8.513 -6.682 -5.923
H 7.364 -5.412 -5.505
H 6.961 -8.418 -5.150
H 5.822 -7.221 -5.792
O 1.020 13.526 9.342
C 0.119 13.671 8.570
C -1.206 14.372 8.813
C -2.062 13.882 7.645
C -1.011 13.626 6.572
O 0.171 13.224 7.295
H -1.037 15.449 8.778
H -1.609 14.096 9.783
H -2.832 14.582 7.329
H -2.549 12.945 7.915
H -0.777 14.527 6.000
H -1.292 12.835 5.884
O -5.066 -4.989 3.403
C -3.966 -4.707 3.017
C -3.588 -4.087 1.687
C -2.089 -4.363 1.604
C -1.694 -4.391 3.074
O -2.859 -4.904 3.761
H -3.812 -3.019 1.724
H -4.147 -4.552 0.878
H -1.546 -3.632 1.015
H -1.926 -5.344 1.155
H -1.473 -3.396 3.464
H -0.852 -5.045 3.279

What is the highest occupied orbital energy in the first record?
-6.24 eV